Below is a molecular structure, C18H10BrN5O4PtS5, with properties calculated with ωB97M-V/def2-TZVPD.

Element x y z (Å)
1 Pt -0.34 -0.86 0.30
2 O -6.83 1.00 0.85
3 C -5.66 0.73 0.71
4 S -5.03 -0.20 -0.66
5 C -3.36 -0.20 -0.14
6 C -3.07 0.43 1.01
7 S -1.45 0.52 1.67
8 S -4.40 1.20 1.86
9 S -2.11 -0.96 -1.10
10 N 1.37 -0.93 1.45
11 C 2.51 -0.96 1.67
12 C 3.84 -1.09 2.03
13 C 4.50 -2.29 1.71
14 N 5.03 -3.28 1.43
15 C 4.51 -0.07 2.76
16 N 5.08 0.73 3.36
17 N 1.18 2.37 -0.30
18 C 1.34 3.76 -0.38
19 C 0.68 4.50 -1.36
20 C 0.89 5.87 -1.48
21 C 1.76 6.53 -0.63
22 C 2.42 5.80 0.35
23 C 2.22 4.43 0.48
24 S 1.98 8.31 -0.74
25 O 3.41 8.51 -0.56
26 O 1.48 8.66 -2.07
27 O 1.17 8.85 0.35
28 H 1.39 1.96 0.59
29 H 0.32 2.01 -0.68
30 H 0.00 3.99 -2.03
31 H 0.38 6.44 -2.24
32 H 3.10 6.31 1.01
33 H 2.75 3.87 1.25
34 Br 4.03 -3.40 -2.60
35 C 2.53 -3.53 -1.48
36 C 2.29 -4.66 -0.72
37 C 1.11 -4.73 0.00
38 C 0.22 -3.67 -0.05
39 N 0.48 -2.56 -0.75
40 C 1.61 -2.49 -1.45
41 H 3.02 -5.46 -0.69
42 H 0.87 -5.60 0.60
43 H -0.73 -3.69 0.46
44 H 1.78 -1.58 -2.02

Summary:
HOMO level, eV: -2.87
LUMO, eV: 2.95
Total charge: -2
Energy relative to the best compared isomer or geometry (same formula, charge and spin), kJ/mol: 0.00
Gap between HOMO and LUMO, eV: 5.82

Here are the natural (NBO) charges for atoms 1 to 6, given in e:
1. Pt 0.5316
2. O -0.5921
3. C 0.1963
4. S 0.3110
5. C -0.4284
6. C -0.4152

Below is a molecular structure, C18H10Cl2N5O3Pd at a distorted geometry, with properties calculated with ωB97M-V/def2-TZVPD.

Element x y z (Å)
1 Pd 1.14 -0.07 -0.05
2 Cl -5.86 -1.34 -0.73
3 C -4.34 -0.68 -0.20
4 C -3.17 -1.10 -0.82
5 C -1.93 -0.58 -0.45
6 N -0.73 -0.85 -1.08
7 C -0.63 -1.60 -2.17
8 O -1.39 -2.47 -2.61
9 C 0.55 -1.18 -3.03
10 C 0.59 -1.61 -4.35
11 C 1.52 -1.06 -5.21
12 C 2.39 -0.10 -4.73
13 C 2.31 0.24 -3.38
14 N 1.42 -0.28 -2.56
15 C -1.88 0.39 0.60
16 C -3.06 0.79 1.21
17 C -4.28 0.26 0.82
18 Cl -5.72 0.79 1.64
19 N -0.63 0.78 1.03
20 C -0.41 1.71 1.96
21 O -1.05 2.73 2.23
22 C 0.74 1.29 2.86
23 C 0.73 1.74 4.18
24 C 1.59 1.16 5.09
25 C 2.47 0.18 4.65
26 C 2.44 -0.17 3.31
27 N 1.59 0.36 2.44
28 H -3.21 -1.83 -1.61
29 H -0.12 -2.36 -4.66
30 H 1.56 -1.36 -6.25
31 H 3.12 0.38 -5.37
32 H 3.00 0.96 -2.95
33 H -3.02 1.53 1.99
34 H 0.02 2.50 4.45
35 H 1.58 1.46 6.13
36 H 3.15 -0.31 5.33
37 H 3.14 -0.90 2.90
38 O 3.44 0.73 -0.62
39 N 2.92 -0.14 -0.02

Summary:
HOMO level (alpha / beta), eV: -3.81 / -3.81
LUMO (alpha / beta), eV: 2.71 / 2.71
Total charge: -1
Energy relative to the best compared isomer or geometry (same formula, charge and spin), kJ/mol: 57.24
Gap between HOMO and LUMO (alpha / beta), eV: 6.52 / 6.52

Here are the natural (NBO) charges for atoms 1 to 6, given in e:
1. Pd 0.8514
2. Cl -0.0324
3. C -0.0922
4. C -0.2908
5. C 0.2106
6. N -0.7336

Below is a molecular structure, C18H10Co2N2O6 at a distorted geometry, with properties calculated with ωB97M-V/def2-TZVPD.

Element x y z (Å)
1 O 0.49 1.90 4.49
2 C 0.51 1.73 3.34
3 Co 0.42 1.76 1.57
4 C -1.13 2.51 1.47
5 O -2.15 3.05 1.38
6 C 1.43 3.10 1.20
7 O 1.99 4.12 1.07
8 C -0.07 0.03 0.56
9 C -1.35 -0.56 1.08
10 C -1.76 -0.55 2.43
11 C -3.02 -1.05 2.83
12 C -3.90 -1.58 1.88
13 C -3.50 -1.61 0.54
14 C -2.23 -1.14 0.16
15 C 0.75 -0.19 -0.57
16 C 0.57 -0.60 -2.04
17 Co 1.64 -0.33 1.08
18 C 1.79 -0.49 2.98
19 O 1.97 -0.90 4.05
20 C 2.84 0.99 0.92
21 O 3.89 1.42 0.71
22 C 2.58 -1.78 0.88
23 O 2.99 -2.77 0.40
24 H -1.14 -0.10 3.21
25 H -3.32 -1.01 3.89
26 H -4.89 -1.95 2.20
27 H -4.19 -2.00 -0.23
28 H -1.97 -1.16 -0.90
29 H 0.86 -1.72 -2.20
30 H -0.56 -0.58 -2.29
31 N 2.30 0.61 -5.09
32 C 1.11 0.04 -5.56
33 C 0.40 -0.21 -4.44
34 N 1.07 0.16 -3.26
35 C 2.29 0.65 -3.78
36 H 0.85 -0.13 -6.58
37 H -0.57 -0.63 -4.33
38 H 3.02 1.00 -3.07

Summary:
HOMO level, eV: 0.92
LUMO, eV: 5.14
Total charge: -2
Gap between HOMO and LUMO, eV: 4.22

Here are the natural (NBO) charges for atoms 1 to 6, given in e:
1. O -0.6344
2. C 0.3900
3. Co -0.0748
4. C 0.5046
5. O -0.6187
6. C 0.4394

Below is 2 unconnected molecules or ions with the total composition C18H11Cl3NO at a distorted geometry, with properties calculated with ωB97M-V/def2-TZVPD.

Element x y z (Å)
1 C -0.54 -1.73 2.26
2 C -0.40 -3.25 2.09
3 C -1.63 -3.78 1.83
4 C -2.66 -2.75 1.89
5 C -2.03 -1.53 2.23
6 C -2.74 -0.38 2.39
7 C -4.13 -0.41 2.17
8 C -4.79 -1.62 1.82
9 C -4.04 -2.80 1.68
10 H -0.01 -1.29 3.11
11 H 0.54 -3.75 2.15
12 H -1.87 -4.82 1.60
13 H -2.24 0.53 2.71
14 H -4.72 0.51 2.29
15 H -5.86 -1.61 1.69
16 H -4.53 -3.74 1.44
17 Cl 0.13 -0.90 0.96
18 C 2.14 0.41 -0.14
19 Cl 3.39 -0.62 0.42
20 C 1.77 0.10 -1.57
21 O 1.28 -0.92 -2.02
22 C 2.18 1.26 -2.46
23 C 2.39 2.56 -1.89
24 C 2.80 3.56 -2.80
25 C 2.99 3.25 -4.14
26 C 2.74 1.93 -4.57
27 N 2.35 0.97 -3.74
28 C 2.21 2.74 -0.47
29 Cl 2.38 4.31 0.17
30 C 1.96 1.66 0.37
31 H 2.99 4.58 -2.40
32 H 3.28 4.00 -4.87
33 H 2.85 1.66 -5.61
34 H 1.81 1.84 1.40

Summary:
HOMO level, eV: -2.77
LUMO, eV: 2.86
Total charge: -1
Gap between HOMO and LUMO, eV: 5.63

Here are the natural (NBO) charges for atoms 1 to 6, given in e:
1. C -0.3323
2. C -0.1472
3. C -0.2362
4. C 0.0192
5. C -0.0295
6. C -0.1897